[1]
# C24H43IrN3O2P2Si

C24H43IrN3O2P2Si as an isolated structure in a non-equilibrium geometry (ωB97M-V/def2-TZVPD, the OMol25 dataset).

```
76
Properties=species:S:1:pos:R:3:forces:R:3
Ir -1.6691 -0.2796 0.0753 -1.1 0.5 0.0
N -4.5563 1.1201 2.6822 0.0 0.0 0.0
C -3.6838 0.4043 1.9837 0.0 0.0 -0.1
O -2.8983 0.9954 1.1980 -0.1 0.0 0.0
C -3.6119 -1.0849 2.1520 -0.1 0.0 -0.1
C -2.9027 -1.7023 0.9412 0.0 0.0 0.1
H -4.5745 2.1232 2.5894 0.0 0.0 0.0
H -5.2032 0.6772 3.3109 0.0 0.0 0.0
H -4.6142 -1.4846 2.3284 0.0 0.0 0.1
H -3.0360 -1.2595 3.0660 -0.1 0.0 -0.1
H -3.6421 -1.8898 0.1447 0.1 0.0 0.0
H -2.4604 -2.6676 1.1848 0.0 0.0 0.0
C -0.5690 0.8821 -3.0642 0.0 -0.2 0.0
P -0.4842 1.2668 -1.2979 0.2 0.1 0.0
C 1.2441 0.8273 -0.8747 -0.2 -0.2 0.3
N 2.2158 1.0611 -1.7119 0.1 0.0 0.0
C 3.4454 0.5856 -1.3835 0.1 0.1 -0.3
C 4.5323 0.8110 -2.2675 -0.2 0.0 0.1
C 5.7647 0.3380 -1.9451 0.2 -0.1 0.2
C 5.9760 -0.3850 -0.7363 0.1 0.1 -0.2
C 4.9500 -0.6184 0.1241 -0.2 0.0 0.0
C 3.6549 -0.1295 -0.1875 0.2 -0.1 0.2
N 2.6279 -0.3706 0.6704 0.1 0.0 -0.1
C 1.4542 0.0810 0.3307 -0.2 0.2 0.2
P 0.0212 -0.3838 1.4241 1.2 -0.6 -0.5
C 0.3214 -2.1476 1.7043 0.1 0.0 0.2
C 0.3020 0.3901 3.0954 -0.5 0.0 -0.1
C 1.4496 -0.3611 3.7788 0.0 0.1 0.1
C -0.9968 0.2148 3.8963 0.1 0.0 0.0
C 0.6381 1.8727 3.0079 0.1 0.0 0.0
C -0.6673 3.1150 -1.2583 -0.1 -0.1 0.0
C 0.4490 3.8184 -2.0299 0.0 0.0 -0.1
C -2.0341 3.4185 -1.8875 0.0 0.0 0.0
C -0.6547 3.6002 0.1838 0.0 0.0 0.1
H 0.1575 1.4671 -3.6238 0.0 0.0 0.0
H -1.5738 1.0772 -3.4369 0.0 0.0 0.0
H -0.3490 -0.1753 -3.1835 0.0 0.1 0.0
H 4.3499 1.3580 -3.1834 0.0 0.0 0.0
H 6.5977 0.5102 -2.6136 0.0 0.0 0.0
H 6.9657 -0.7551 -0.5032 0.0 0.0 0.0
H 5.0894 -1.1716 1.0440 0.0 0.0 0.0
H -0.2610 -2.4985 2.5588 0.0 0.0 0.0
H 1.3817 -2.3166 1.8851 0.0 0.0 0.0
H 0.0030 -2.6716 0.8113 0.0 0.0 0.0
H 1.1806 -1.3843 4.0368 0.0 0.0 0.0
H 1.6728 0.1713 4.7063 0.0 0.0 0.0
H 2.3510 -0.3764 3.1688 0.0 0.0 0.0
H -1.2907 -0.8355 3.9689 0.1 0.1 0.1
H -1.8164 0.7788 3.4464 0.2 0.0 0.1
H -0.8488 0.5853 4.9131 0.0 0.0 0.0
H 1.5185 2.0624 2.3910 0.0 0.0 0.0
H 0.8556 2.2343 4.0156 0.0 0.0 0.0
H -0.2002 2.4461 2.6284 -0.1 0.1 -0.1
H 0.4644 3.5422 -3.0843 0.0 0.0 0.0
H 1.4311 3.6023 -1.6094 0.0 0.0 0.0
H 0.2873 4.8985 -1.9735 0.0 0.0 0.0
H -2.0418 3.2275 -2.9604 0.0 0.0 0.0
H -2.2695 4.4744 -1.7377 0.0 0.0 0.0
H -2.8315 2.8310 -1.4229 0.0 0.0 0.0
H 0.3473 3.5035 0.5982 0.1 0.0 0.2
H -1.3620 3.0487 0.8065 0.0 0.0 0.0
H -0.9222 4.6593 0.2158 0.0 0.0 0.0
C 0.2384 -2.5677 -3.6021 0.0 0.1 -0.1
Si -0.7391 -2.9388 -2.0517 0.0 0.1 0.2
C 0.1516 -4.3192 -1.1634 0.0 -0.1 0.1
C -2.4507 -3.4992 -2.5269 -0.2 0.0 0.0
O -0.8109 -1.6058 -1.1090 0.2 -0.1 -0.4
H 0.5309 -3.5022 -4.0899 0.0 0.0 0.0
H 1.1530 -2.0114 -3.3726 0.0 0.0 0.0
H -0.3405 -1.9923 -4.3300 0.1 0.0 0.0
H 0.2435 -5.1907 -1.8175 0.0 0.0 0.0
H -0.3741 -4.6444 -0.2604 0.0 0.0 0.0
H 1.1626 -4.0125 -0.8766 0.0 0.0 0.0
H -2.4124 -4.2599 -3.3111 0.0 0.0 0.0
H -3.0417 -2.6599 -2.9055 0.0 0.0 0.0
H -2.9851 -3.9279 -1.6740 0.0 0.0 0.0
```
Forces are in eV/Å.

The net charge is +1. The calculation puts the energy relative to the best compared isomer or geometry (same formula, charge and spin) at 0.0 kcal/mol. As for the lowest unoccupied orbital energy: -3.147 eV. The total energy comes out at -63444.7303 eV. The value obtained for the HOMO energy is -11.05 eV.

***

[2]
# C24H43N2OP3Pd

C24H43N2OP3Pd as an isolated structure in a non-equilibrium geometry (ωB97M-V/def2-TZVPD, the OMol25 dataset).

```
74
Properties=species:S:1:pos:R:3:forces:R:3
Pd 0.5924 -0.1050 0.7342 -0.1 0.0 -0.1
P 2.3005 0.5467 2.1995 1.2 0.4 0.0
P -0.5534 1.5801 -0.4245 0.1 1.1 -0.6
P 2.0924 -0.7014 -1.0914 0.5 0.1 -0.1
H -1.3530 -2.0424 0.7135 0.4 0.2 -0.3
C -0.2822 -2.1460 0.5155 0.7 -1.2 1.5
C 0.6204 -2.1980 1.5856 -0.8 -0.6 -0.8
H 0.2622 -2.0845 2.6101 0.2 -0.1 -0.3
C 1.8800 0.6221 3.9591 -0.4 -0.1 0.1
C 2.9445 2.2015 1.7793 -0.3 0.0 0.0
C 3.7933 -0.5163 2.1726 -0.3 -0.2 -0.1
C -1.7672 0.6920 -1.4621 0.0 -0.2 0.0
C -1.5564 2.8351 0.4281 0.0 0.1 0.1
C 0.4489 2.5723 -1.5891 -0.1 0.2 0.1
C 2.8824 -2.3157 -0.8043 0.0 0.1 -0.1
C 3.4631 0.3957 -1.5825 0.0 0.0 -0.1
C 1.2019 -1.0010 -2.6505 0.0 0.0 -0.1
H -0.0038 -2.5399 -0.4654 -0.1 0.2 0.4
H 1.6016 -2.6622 1.4673 -0.3 0.3 0.1
H 1.2675 -0.2417 4.2341 0.2 0.1 0.1
H 1.3115 1.5293 4.1867 0.2 -0.1 0.0
H 2.8030 0.6124 4.5517 -0.2 0.1 -0.1
H 2.1126 2.9184 1.7672 0.3 -0.1 0.0
H 3.4141 2.1892 0.7868 -0.1 0.0 0.3
H 3.6830 2.5222 2.5278 -0.1 -0.1 -0.2
H 3.5022 -1.5565 2.3655 0.2 0.2 0.0
H 4.4762 -0.1875 2.9697 -0.2 0.0 -0.2
H 4.3174 -0.4587 1.2100 -0.2 0.0 0.3
H -2.3833 1.3998 -2.0356 0.1 -0.1 0.2
H -2.4148 0.0891 -0.8114 0.0 0.2 -0.2
H -1.2469 0.0282 -2.1639 -0.2 0.2 0.3
H -2.1996 3.3589 -0.2984 0.2 -0.2 0.3
H -0.8966 3.5709 0.9087 -0.2 -0.1 -0.2
H -2.1752 2.3707 1.2035 0.0 0.1 -0.3
H -0.1172 3.4506 -1.9315 0.2 -0.2 0.0
H 0.7423 1.9821 -2.4642 0.0 0.1 0.2
H 1.3526 2.9214 -1.0735 -0.2 0.0 -0.2
H 3.3381 -2.6219 -1.7526 0.0 -0.1 0.2
H 2.1377 -3.0592 -0.5053 0.2 0.0 -0.1
H 3.6592 -2.2398 -0.0366 -0.2 -0.1 -0.2
H 3.9485 -0.0423 -2.4658 0.0 0.1 0.2
H 4.2116 0.4934 -0.7866 -0.2 0.0 -0.2
H 3.0805 1.3886 -1.8487 0.1 -0.2 0.1
H 1.8782 -1.5479 -3.3199 -0.1 0.1 0.1
H 0.8986 -0.0707 -3.1429 0.1 -0.2 0.1
H 0.3142 -1.6188 -2.4707 0.2 0.1 0.0
C -1.8107 -1.2778 -5.2526 -0.2 2.1 1.1
C -2.9206 -1.4390 -6.1105 -0.8 -1.4 -0.7
C -3.2289 -2.7373 -6.5276 -0.5 1.9 -0.1
C -2.4376 -3.8257 -6.1333 -0.3 -0.8 -0.1
C -1.2638 -3.6129 -5.4032 1.5 1.3 0.9
C -0.9085 -2.3163 -5.0210 0.6 -2.2 0.0
O -1.6212 -0.1325 -4.5197 -0.4 -1.7 -1.6
H -2.3487 0.4853 -4.7171 0.2 0.1 0.0
H -3.5213 -0.5792 -6.4002 0.0 -0.2 0.1
H -4.1002 -2.9098 -7.1574 0.2 0.1 0.1
H -2.7320 -4.8459 -6.4096 0.1 0.5 0.0
H -0.6136 -4.4451 -5.1208 -0.3 0.3 -0.3
H 0.0280 -2.0975 -4.5081 -0.4 -0.2 -0.2
N -2.7538 -0.5960 4.1257 0.4 0.0 -0.5
C -1.9438 -0.8630 3.0659 -1.1 0.7 1.6
N -1.2195 0.1990 2.7265 0.2 1.0 0.4
C -1.5559 1.2103 3.6136 -0.8 -2.4 -0.3
C -1.0735 2.5156 3.7656 0.2 1.1 0.1
C -1.6369 3.3108 4.7736 -0.1 0.1 0.2
C -2.6129 2.8079 5.6495 0.9 1.4 -0.4
C -3.0571 1.4775 5.5411 -0.4 -1.6 -0.4
C -2.5349 0.7260 4.5025 0.2 -0.2 -0.1
H -3.4069 -1.2264 4.5840 0.1 -0.1 -0.2
H -1.9090 -1.8395 2.6038 -0.1 0.1 0.1
H -0.2893 2.8633 3.0911 -0.3 0.2 0.3
H -1.3219 4.3455 4.8965 0.0 -0.3 -0.1
H -3.0145 3.4650 6.4212 0.0 -0.2 -0.1
H -3.7743 1.0239 6.2213 0.0 0.3 0.1
```
Forces are in eV/Å.

The net charge is +4. The expectation value of S² is 6.049. As for the lowest unoccupied orbital energy (spin up / spin down): -10.745 / -14.504 eV. The total energy comes out at -61919.4600 eV. Its multiplicity is 5. The value obtained for the HOMO energy (spin up / spin down) is -18.05 / -19.76 eV.

***

[3]
# C24H43N2P3PrS2

C24H43N2P3PrS2 as an isolated structure in a non-equilibrium geometry (ωB97M-V/def2-TZVPD, the OMol25 dataset).

```
75
Properties=species:S:1:pos:R:3:forces:R:3
Pr 0.0588 -0.0709 0.0879 -1.8 1.7 1.0
P 2.6004 0.4693 -0.9727 2.2 0.4 -1.1
P -0.3384 3.0131 -0.5177 0.6 1.2 -0.3
P 0.6081 -2.6750 0.9873 0.8 -2.4 0.7
H -4.2579 1.6951 -2.5249 0.7 0.4 0.9
C -3.9074 1.0643 -1.6893 -0.2 -0.2 0.2
C -4.3481 1.0198 -0.4164 0.8 -0.2 -0.1
H -4.7349 1.8256 0.2168 -0.8 -0.3 -0.8
C 2.5771 0.1407 -2.7879 -0.3 -0.2 0.1
C 3.5543 2.0458 -0.9470 -0.2 0.4 0.4
C 3.8571 -0.7121 -0.3178 -0.1 -0.2 0.2
C -1.7126 4.2312 -0.4360 -0.7 -0.3 0.2
C 0.8950 4.1375 0.2479 0.2 -0.4 0.4
C 0.1988 3.3650 -2.2288 -0.2 -0.4 -0.5
C -0.8842 -3.4556 1.7568 -0.5 0.4 0.1
C 1.9909 -2.9159 2.1687 0.2 0.1 0.6
C 1.3090 -3.7899 -0.3164 0.1 0.3 -0.8
H -3.1837 0.2846 -1.9420 -0.8 -0.3 -0.5
H -4.2612 0.0296 0.0572 0.6 0.5 0.3
H 3.6078 0.1939 -3.1852 -0.5 -0.1 0.2
H 1.9441 0.9016 -3.2803 0.3 -0.3 0.1
H 2.1438 -0.8562 -2.9866 0.3 0.4 -0.1
H 4.5756 1.8874 -1.3344 -0.5 -0.1 0.0
H 3.6368 2.4300 0.0799 0.0 -0.1 -0.3
H 3.0554 2.8171 -1.5520 0.2 -0.3 0.2
H 4.8192 -0.5421 -0.8296 -0.4 -0.1 0.1
H 3.5251 -1.7527 -0.4642 0.3 0.4 0.0
H 4.0066 -0.5562 0.7635 0.0 0.0 -0.4
H -1.5495 5.0077 -1.2080 -0.2 -0.5 0.4
H -1.7094 4.7263 0.5477 -0.1 -0.3 -0.3
H -2.6750 3.7245 -0.5934 0.2 0.4 0.0
H 0.8932 5.0473 -0.3733 0.0 -0.2 0.4
H 1.9017 3.7078 0.2566 -0.2 0.2 0.1
H 0.5808 4.3615 1.2731 0.2 0.1 -0.2
H -0.0874 4.4134 -2.3806 0.4 -0.3 -0.4
H -0.3260 2.7292 -2.9477 0.1 0.2 -0.1
H 1.2790 3.2410 -2.3603 -0.3 0.1 0.0
H -0.9675 -4.5423 1.6340 0.4 0.2 -0.1
H -1.8002 -3.0148 1.3309 0.5 -0.3 0.2
H -0.9155 -3.2256 2.8280 0.3 -0.1 -0.1
H 2.3178 -3.9715 2.1996 -0.3 0.4 -0.1
H 1.7300 -2.6229 3.1956 0.0 0.0 -0.3
H 2.8534 -2.3107 1.8437 -0.3 -0.2 0.2
H 1.3129 -4.8592 -0.0307 -0.2 0.6 -0.1
H 2.3505 -3.4835 -0.4914 -0.1 -0.2 0.4
H 0.8693 -3.6430 -1.3130 -0.3 -0.4 0.4
C -2.9477 -3.4085 -2.1701 -0.1 -1.0 -2.1
C -2.4686 -4.1949 -3.2553 1.1 0.7 0.7
C -3.3163 -4.9439 -4.0812 0.6 0.2 0.3
C -4.7088 -4.9193 -3.8700 1.3 -0.1 -0.9
C -5.1822 -4.1900 -2.7947 0.1 -0.7 -0.4
C -4.3185 -3.4658 -1.9679 -0.5 0.7 0.9
S -1.8393 -2.3313 -1.1440 1.6 0.5 -1.4
H -0.5514 -2.0122 -1.9170 -2.7 -1.0 0.7
H -1.3779 -4.1507 -3.4090 -0.6 -0.4 -0.3
H -2.8278 -5.5497 -4.8706 -0.6 0.5 0.5
H -5.3339 -5.4289 -4.6226 0.1 0.2 0.9
H -6.2461 -4.2808 -2.6251 0.0 0.5 0.4
H -4.7756 -2.9402 -1.1481 -0.1 0.3 0.2
N -2.2160 1.3076 2.7271 0.3 -0.4 -0.3
C -0.9011 1.5138 3.0432 -0.3 0.7 -0.9
N 0.2051 1.1545 2.3640 -1.6 -0.6 -0.5
C 1.3518 1.6815 2.9948 -0.2 0.4 0.2
C 2.6987 1.5039 2.6512 -0.1 0.3 0.5
C 3.6975 2.0673 3.4609 -0.3 0.4 0.5
C 3.3321 2.7993 4.6260 -0.2 -0.3 0.0
C 1.9688 2.9389 4.9749 1.2 0.1 0.1
C 1.0067 2.4474 4.1097 0.7 0.1 1.0
S -0.7168 2.5742 4.4066 1.2 -0.8 -0.7
H -2.8144 1.6812 3.4589 -0.4 -0.3 -0.7
H -2.6372 1.1636 1.7935 0.6 0.2 0.9
H 2.9700 0.9410 1.7708 0.0 -0.2 0.0
H 4.7715 1.9308 3.2269 -0.9 0.1 0.1
H 4.1205 3.2269 5.2849 -0.8 -0.5 -0.6
H 1.6637 3.3739 5.9343 0.3 0.1 -0.5
```
Forces are in eV/Å.

The net charge is +3. The expectation value of S² is 2.007. The calculation puts the energy relative to the best compared isomer or geometry (same formula, charge and spin) at 41.8 kcal/mol. As for the lowest unoccupied orbital energy (spin up / spin down): -10.343 / -9.755 eV. The total energy comes out at -92145.0968 eV. Its multiplicity is 3. The value obtained for the HOMO energy (spin up / spin down) is -16.22 / -16.22 eV.